Entry 1:
The following is a quantum chemistry calculation of a molecular structure, C19H22BrCdN2O4SSe3Te, from the Open Molecules 2025 dataset.

Results
Frontier orbital gap: 6.1 eV
2S+1: 1
HOMO energy: -3.798 eV
Charge: -1
ΔE to the lowest compared entry with this formula, charge and spin: 34.2 kJ/mol

Cartesian coordinates (Å):
Cd (-0.519199, -0.518828, 0.294887)
Se (-1.176421, 0.152776, 2.792552)
Se (0.420223, -1.321129, 3.710768)
Te (2.581280, -0.596055, 2.648262)
Se (2.097092, -0.940436, 0.209217)
C (-0.176027, -1.796391, -4.194424)
C (-1.035167, -1.256714, -3.082627)
O (-0.559328, -0.590454, -2.175447)
N (-2.367985, -1.515963, -3.174300)
C (-3.180155, -1.414524, -1.966873)
C (-3.416775, 0.008891, -1.525057)
C (-4.293160, 0.842714, -2.211460)
C (-4.535818, 2.114337, -1.724467)
C (-3.904885, 2.513716, -0.556167)
C (-3.033574, 1.627467, 0.053962)
N (-2.789038, 0.409540, -0.421559)
H (0.643629, -1.104973, -4.376108)
H (-0.739832, -1.959881, -5.113053)
H (0.229433, -2.747497, -3.848523)
H (-2.581949, -2.311069, -3.753883)
H (-2.710436, -1.971443, -1.153478)
H (-4.146029, -1.868248, -2.195175)
H (-4.773984, 0.485276, -3.113379)
H (-5.215200, 2.780261, -2.242460)
H (-4.073244, 3.492505, -0.127579)
H (-2.494127, 1.900186, 0.954505)
O (-0.262888, 1.885727, -0.514342)
S (1.055965, 2.581497, -0.319850)
C (0.604014, 4.330295, -0.465165)
C (-0.378252, 4.555294, 0.676792)
C (0.218103, 3.863705, 1.918945)
C (1.232402, 2.801861, 1.462620)
H (0.187506, 4.492426, -1.458521)
H (1.522720, 4.912555, -0.352490)
H (-1.327493, 4.093331, 0.406159)
H (-0.557574, 5.618324, 0.846144)
H (-0.560167, 3.392369, 2.518703)
H (0.723094, 4.591861, 2.555817)
H (1.061988, 1.822289, 1.911101)
H (2.270383, 3.084006, 1.645921)
Br (2.259781, -5.028793, 3.543823)
C (1.653879, -5.289803, 1.758136)
C (2.134756, -6.371845, 1.040254)
C (1.691388, -6.557785, -0.262315)
C (0.785508, -5.670775, -0.824589)
C (0.311651, -4.592667, -0.088752)
C (0.750294, -4.395852, 1.215694)
C (-0.674818, -3.618682, -0.715178)
O (-0.959491, -3.778244, -1.913232)
O (-1.139762, -2.723875, 0.055391)
H (2.842971, -7.054269, 1.490466)
H (2.058693, -7.401340, -0.834289)
H (0.431815, -5.791196, -1.839712)
H (0.381605, -3.549279, 1.779037)

Atomic forces in eV per Å
-0.113 -0.084 0.055
0.167 -0.090 0.028
-0.130 0.070 -0.057
0.020 -0.047 0.009
0.051 0.081 0.021
0.007 0.035 -0.020
0.099 0.006 -0.034
-0.005 -0.028 -0.005
-0.053 0.005 -0.056
-0.035 0.019 0.009
-0.017 -0.008 0.006
0.003 0.002 -0.015
0.018 -0.012 0.013
-0.004 -0.010 -0.001
-0.025 0.033 0.004
0.000 -0.003 0.000
-0.005 -0.001 0.000
-0.001 -0.002 -0.002
-0.019 -0.005 0.028
-0.002 -0.021 0.014
-0.003 0.015 0.003
0.011 -0.008 -0.004
0.003 -0.004 0.004
-0.002 0.004 0.006
0.000 0.003 -0.002
0.000 -0.014 -0.014
-0.030 -0.047 -0.022
0.000 0.037 0.039
0.006 0.001 -0.004
0.021 0.005 0.025
0.001 0.017 -0.008
-0.027 -0.002 -0.034
0.011 0.000 -0.006
0.001 0.003 -0.002
-0.003 0.003 0.004
0.000 -0.001 -0.005
0.007 -0.019 -0.005
-0.003 0.009 0.000
0.026 0.027 -0.006
0.012 -0.010 0.000
0.007 -0.011 -0.004
-0.001 0.024 0.026
0.008 -0.023 -0.019
-0.011 0.008 0.014
0.013 -0.007 -0.002
-0.012 0.014 -0.001
-0.036 -0.014 -0.013
0.054 0.003 0.015
-0.021 -0.007 -0.009
-0.007 0.039 0.009
0.001 0.007 0.009
0.007 0.005 -0.008
-0.005 -0.001 0.002
0.018 0.005 0.016



Entry 2:
The following is a quantum chemistry calculation of a molecular structure, C30H41F15GeN8O4RbTe, from the Open Molecules 2025 dataset.

Results
Frontier orbital gap (alpha / beta): 5.2 / 3.8 eV
2S+1: 2
HOMO energy (alpha / beta): -1.565 / -1.565 eV
Charge: -2
ΔE to the lowest compared entry with this formula, charge and spin: 2.8 kJ/mol

Cartesian coordinates (Å):
Rb (0.172471, -0.788598, -0.507075)
C (0.576958, 2.038999, 1.814131)
N (-0.649919, 2.416630, 1.140603)
C (-0.792730, 3.849877, 1.012908)
C (0.265338, 4.560633, 0.163085)
N (0.363011, 4.093898, -1.199524)
C (-0.631864, 4.254369, -2.061263)
C (-1.848152, 4.993590, -1.927224)
F (-2.069020, 5.771068, -0.858831)
C (-2.813573, 4.995631, -2.900798)
F (-3.933885, 5.708134, -2.739565)
C (-2.625084, 4.287255, -4.082326)
F (-3.567883, 4.308894, -5.019223)
C (-1.438184, 3.603168, -4.299306)
F (-1.249529, 2.972687, -5.451873)
C (-0.465868, 3.607765, -3.327190)
F (0.670727, 2.995364, -3.572098)
C (-1.843110, 1.891825, 1.807856)
C (-2.974907, 1.542137, 0.847162)
N (-2.693364, 0.252165, 0.267609)
C (-3.696331, -0.465937, -0.200474)
C (-5.032622, -0.076542, -0.512566)
F (-5.390609, 1.240514, -0.455487)
C (-5.998589, -0.947091, -0.979056)
F (-7.234578, -0.474540, -1.258129)
C (-5.728020, -2.282835, -1.188143)
F (-6.688715, -3.142571, -1.614684)
C (-4.435949, -2.723343, -0.919025)
F (-4.140550, -4.025650, -1.096403)
C (-3.481134, -1.859917, -0.453204)
F (-2.248694, -2.356703, -0.199307)
H (0.723228, 2.580212, 2.769609)
H (1.442297, 2.235047, 1.179187)
H (0.569251, 0.970071, 2.035913)
H (-0.765152, 4.334849, 2.012221)
H (-1.780285, 4.045378, 0.604280)
H (1.247007, 4.413872, 0.614767)
H (0.045628, 5.634110, 0.202479)
H (-2.186358, 2.609243, 2.577190)
H (-1.575182, 0.971124, 2.322064)
H (-3.082889, 2.350811, 0.102707)
H (-3.910288, 1.544653, 1.428833)
C (-0.664955, -1.161474, 4.458131)
C (-1.175797, -2.246469, 3.504198)
C (-2.588090, -1.910064, 3.028465)
C (-1.213061, -3.593304, 4.240152)
O (-0.360354, -2.307148, 2.357725)
Ge (1.407169, -2.900575, 2.396794)
O (1.415850, -3.154484, 0.530941)
C (1.273858, -4.426142, -0.062817)
C (-0.074056, -5.049979, 0.308932)
C (1.352875, -4.222883, -1.575684)
C (2.413818, -5.358321, 0.366887)
O (2.073459, -1.142043, 2.206280)
C (3.446428, -0.890133, 2.419304)
C (4.305367, -1.677496, 1.425111)
C (3.850485, -1.248990, 3.856436)
C (3.673598, 0.605645, 2.209261)
H (-1.310057, -1.069149, 5.337870)
H (0.349842, -1.398673, 4.788030)
H (-0.629636, -0.199872, 3.944173)
H (-3.262447, -1.745301, 3.875330)
H (-2.570616, -1.025195, 2.390748)
H (-2.977323, -2.733043, 2.425058)
H (-1.934917, -3.561906, 5.062286)
H (-1.514063, -4.377736, 3.542138)
H (-0.232173, -3.851433, 4.643204)
H (-0.888930, -4.380683, 0.032824)
H (-0.214884, -6.010500, -0.196699)
H (-0.128793, -5.214021, 1.388270)
H (0.581638, -3.535607, -1.924911)
H (2.320844, -3.790683, -1.839613)
H (1.231175, -5.171675, -2.106504)
H (2.377328, -5.541019, 1.442360)
H (2.348619, -6.318064, -0.154953)
H (3.373936, -4.894028, 0.129740)
H (4.188309, -2.751692, 1.588335)
H (3.990998, -1.455322, 0.404788)
H (5.364335, -1.421397, 1.533720)
H (3.719697, -2.316313, 4.040216)
H (4.896146, -0.985069, 4.043898)
H (3.218071, -0.701506, 4.560030)
H (3.432608, 0.878290, 1.182379)
H (3.039235, 1.171975, 2.895277)
H (4.718767, 0.870414, 2.398737)
F (-1.687505, -1.696204, -3.311359)
Te (-0.434533, -0.579125, -4.135396)
F (-1.879995, -0.031122, -5.185039)
F (-0.171905, -1.861351, -5.486058)
F (-0.974314, 0.828011, -3.000777)
F (0.530266, 0.639892, -5.205163)
O (0.950459, -1.052165, -3.123561)
N (3.419038, -0.492882, -4.506665)
N (3.420220, 0.319018, -3.375765)
N (3.034009, 1.568315, -3.412869)
C (3.123004, 1.892334, -2.128671)
N (3.558075, 0.874825, -1.376118)
N (3.747153, -0.133631, -2.203693)
H (2.828909, 0.015946, -5.162739)
H (2.856476, -1.298814, -4.225673)
H (2.832976, 2.856345, -1.747371)

Atomic forces in eV per Å
-0.133 0.095 0.814
-0.014 -0.032 0.017
0.009 0.062 -0.025
0.040 0.000 -0.005
-0.007 -0.002 0.023
0.012 -0.003 0.007
-0.022 -0.029 -0.016
0.015 -0.020 -0.020
0.007 0.008 0.048
0.003 -0.016 -0.010
-0.015 0.010 0.002
0.013 -0.002 0.001
-0.016 0.000 -0.014
0.000 0.025 0.002
-0.008 0.022 -0.026
-0.018 0.050 0.037
-0.018 0.019 -0.021
-0.010 0.012 0.002
0.004 0.003 0.019
0.101 0.042 -0.058
-0.002 -0.031 -0.029
-0.005 0.002 0.004
-0.011 -0.004 -0.010
0.001 0.000 -0.001
0.005 -0.010 0.001
0.006 -0.004 0.009
0.001 0.003 -0.001
-0.008 -0.003 0.002
-0.002 0.000 0.001
0.026 0.042 -0.019
-0.119 -0.029 -0.127
-0.019 -0.004 0.003
0.004 0.019 0.008
0.085 0.027 -0.026
0.013 -0.009 -0.007
-0.057 0.024 -0.025
0.005 0.008 0.014
-0.001 -0.019 0.002
-0.010 -0.004 -0.006
0.035 -0.041 0.010
0.005 -0.010 0.008
0.009 -0.005 0.006
0.001 -0.001 0.010
-0.009 -0.011 -0.008
0.006 -0.008 0.000
0.001 -0.004 -0.002
0.013 0.009 -0.036
-0.016 0.006 -0.021
0.064 -0.028 -0.040
-0.013 -0.002 -0.010
-0.001 -0.009 0.001
0.026 0.007 -0.009
0.006 0.004 0.003
-0.002 -0.019 -0.005
-0.001 0.002 0.015
0.007 -0.003 -0.006
0.001 0.000 0.002
0.012 -0.001 0.001
0.000 0.001 0.001
0.001 0.000 0.002
0.003 0.000 -0.002
0.004 0.000 0.002
-0.002 0.005 0.000
-0.001 0.000 0.001
0.001 -0.001 0.003
0.001 0.000 0.001
0.003 0.003 0.000
0.002 0.004 0.001
0.003 0.000 -0.001
0.003 -0.004 0.001
-0.058 -0.014 0.021
0.001 0.006 0.006
0.008 -0.001 -0.001
0.001 0.002 0.002
0.002 -0.002 0.002
0.000 0.000 -0.001
0.001 0.001 0.002
0.000 0.005 0.003
0.002 0.002 0.002
0.004 0.001 0.001
0.001 0.003 0.001
-0.001 0.000 0.001
-0.002 0.002 0.000
0.003 0.004 0.003
0.000 -0.001 0.001
0.026 0.004 0.009
-0.068 0.028 -0.171
0.016 -0.011 0.012
-0.011 0.003 0.016
-0.038 -0.047 -0.092
0.013 -0.045 -0.042
0.032 -0.102 -0.275
0.001 -0.044 -0.004
0.030 -0.066 -0.128
-0.016 -0.049 0.011
0.036 0.034 0.051
-0.019 0.041 0.066
-0.023 0.052 -0.013
0.047 -0.002 0.010
-0.010 0.046 -0.001
0.005 0.003 0.009



Entry 3:
The following is a quantum chemistry calculation of 2 unconnected molecules or ions with the total composition C9H14 at a distorted geometry, from the Open Molecules 2025 dataset.

Results
Frontier orbital gap: 10.1 eV
2S+1: 1
HOMO energy: -9.100 eV
Structure (SMILES): Cc1ccccc1.CC
ΔE to the lowest compared entry with this formula, charge and spin: 232.7 kJ/mol

Cartesian coordinates (Å):
C (0.209471, -0.018260, 2.462085)
C (-0.502562, -1.953768, 0.955534)
C (-0.645425, -0.651239, 1.414903)
C (-1.024085, -2.352899, -0.290373)
C (-1.436459, 0.183865, 0.667980)
C (-1.745786, -1.441603, -1.015871)
C (-2.141993, -0.208606, -0.479197)
H (-0.314693, -2.621229, 1.714926)
H (-0.691974, -3.471455, -0.626929)
H (-0.204735, 0.778045, 3.169429)
H (1.164238, 0.311430, 1.923856)
H (-1.721775, 1.058465, 1.189250)
H (-2.074270, -1.655261, -2.056225)
H (-2.768257, 0.420237, -1.171140)
H (0.562002, -0.794461, 3.257636)
C (1.206929, 1.340863, -1.886234)
C (2.167437, 1.817438, -0.943261)
H (1.203322, 0.185849, -1.789909)
H (0.247609, 1.312898, -1.397440)
H (1.120415, 1.574479, -2.972800)
H (2.116174, 2.901837, -0.765255)
H (3.208064, 1.834730, -1.360777)
H (2.066356, 1.448640, -0.000191)

Atomic forces in eV per Å
1.791 -0.994 2.593
-1.503 0.995 -0.859
0.250 0.307 -0.972
1.933 -2.571 0.704
-2.263 0.297 -0.441
-1.107 0.079 -1.826
1.374 -0.186 -0.978
1.563 -1.982 1.114
-1.316 2.968 0.524
0.220 -0.687 -1.674
-1.283 -0.066 1.035
-0.019 1.403 -0.031
0.169 -0.152 0.909
0.619 -0.360 1.418
-0.411 0.965 -1.519
-2.784 -4.544 -1.017
3.600 4.268 -1.963
0.776 1.177 -0.947
-1.052 1.206 -0.239
0.468 0.321 1.119
-0.584 0.145 -0.100
-0.510 -0.908 0.716
0.069 -1.680 2.433



Per-record energy, eV: -320010.6722 -157114.0272 -9557.7699